Record 1
Density functional theory data (the ωB97M-V functional and the def2-TZVPD basis) for C40H62LaN7O2P2Si3 as an isolated structure at a distorted geometry.

- Total energy: -100074.7036 eV
- Orbital gap: 7.029 eV
- Total charge: +2
- LUMO energy: -5.78 eV
- 2S+1: 1

Positions of all 117 atoms, in Å:
La: 0.1478 -0.2738 0.3820
C: 1.2868 1.4840 -3.9677
C: 1.0715 0.7204 -2.8484
N: 0.1509 0.9693 -1.9581
C: -0.7342 1.9496 -2.2112
C: -0.4731 2.7812 -3.3328
N: 0.5500 2.5710 -4.1340
C: -1.9394 2.1649 -1.3482
C: -2.9854 2.8482 -1.8938
C: -4.1182 3.1027 -1.1159
C: -4.1133 2.6791 0.2175
C: -3.0864 1.8706 0.6454
N: -1.9785 1.6493 -0.1040
C: -3.2597 1.1797 2.0013
C: -3.4838 -0.1987 1.9880
N: -3.7162 -0.8454 3.1301
C: -3.7388 -0.1466 4.2567
C: -3.5176 1.2226 4.2423
N: -3.2838 1.8982 3.0954
C: -5.2983 3.7593 -1.7696
C: -5.7290 3.3053 -3.0028
C: -6.8259 3.8929 -3.5844
N: -7.5333 4.8712 -2.9950
C: -7.1449 5.2567 -1.8116
C: -6.0305 4.7778 -1.1312
H: 2.0598 1.2438 -4.6607
H: 1.6236 -0.2303 -2.6755
H: -1.0599 3.6594 -3.5242
H: -3.0193 3.1475 -2.9084
H: -5.0011 2.8616 0.8124
H: -3.5088 -0.7629 1.0615
H: -3.9582 -0.6723 5.1863
H: -3.5099 1.8283 5.1487
H: -5.2968 2.4584 -3.4629
H: -7.2451 3.5541 -4.5424
H: -7.6973 6.0718 -1.3602
H: -5.7323 5.1446 -0.1729
C: 2.7698 -1.7407 2.3836
O: 1.8937 -1.7266 1.2691
Si: 1.6284 -3.2084 0.4022
C: 1.2825 -4.4217 1.8314
C: 3.3707 -3.7086 -0.1181
C: 0.4413 -2.7591 -0.8813
Si: 1.2177 -3.0808 -2.5522
C: 1.3438 -4.9237 -2.9031
C: 2.9603 -2.3517 -2.7798
C: 0.2235 -2.2585 -3.9632
Si: -1.3757 -3.2115 -0.8471
C: -1.9511 -4.3187 -2.2443
C: -2.0959 -4.2576 0.5761
C: -2.2573 -1.5694 -1.2168
H: 3.7473 -1.3376 2.1376
H: 2.9321 -2.7445 2.7800
H: 2.3444 -1.0970 3.1634
H: 2.1552 -4.4969 2.4371
H: 1.0630 -5.4246 1.4859
H: 0.4411 -4.2009 2.4164
H: 3.8389 -3.9415 0.8446
H: 4.0208 -2.8942 -0.4630
H: 3.4724 -4.6043 -0.7247
H: 0.7239 -5.1667 -3.7842
H: 0.9190 -5.5165 -2.0752
H: 2.3779 -5.2958 -3.0690
H: 3.0610 -2.0851 -3.8201
H: 3.6967 -3.0801 -2.5951
H: 3.1879 -1.5155 -2.1343
H: -0.5360 -1.5731 -3.6899
H: -0.2990 -2.9196 -4.6778
H: 0.9498 -1.7566 -4.6067
H: -1.4895 -5.3337 -2.1510
H: -1.7735 -3.9373 -3.2787
H: -2.9863 -4.4975 -2.2244
H: -2.0202 -5.2431 0.1585
H: -3.1139 -4.0571 0.8262
H: -1.5226 -4.3727 1.5051
H: -1.8022 -1.1835 -2.1798
H: -2.3921 -0.7200 -0.5041
H: -3.3109 -1.7256 -1.4832
C: 1.7315 4.1757 1.7866
P: 2.5094 2.5186 1.4718
C: 3.3598 2.2256 3.1183
C: 4.0577 3.0454 0.5353
C: 4.9106 1.8361 0.0891
P: 4.2455 0.9718 -1.3918
C: 5.6849 -0.1510 -1.7649
C: 4.5084 2.1929 -2.7124
H: 2.2664 4.7857 2.5387
H: 0.6936 4.0814 2.1541
H: 1.7384 4.7419 0.8668
H: 3.8598 3.1717 3.3721
H: 4.1889 1.4740 2.9883
H: 2.6959 1.9685 3.9603
H: 4.6628 3.8292 1.0249
H: 3.6165 3.4874 -0.3842
H: 5.0565 1.0614 0.8653
H: 5.9337 2.1576 -0.1745
H: 6.6025 0.4400 -1.7453
H: 5.5846 -0.6102 -2.7544
H: 5.7362 -0.9072 -0.9904
H: 5.4804 2.6523 -2.7312
H: 3.7298 2.9480 -2.8607
H: 4.4727 1.6398 -3.6759
O: -0.9229 -1.8688 2.0501
C: -0.8680 -1.9154 3.4869
C: -0.3603 -0.5741 3.9348
C: -0.2755 -0.2697 5.2919
C: -0.1144 1.0205 5.7060
C: 0.0008 2.0716 4.7579
C: -0.0861 1.7026 3.4180
N: -0.2280 0.4145 3.0004
H: -1.2685 -2.7069 1.7310
H: -0.2056 -2.7121 3.7754
H: -1.8757 -2.0783 3.8928
H: -0.3313 -1.0879 6.0160
H: -0.0119 1.2042 6.7775
H: 0.2161 3.0946 5.0703
H: -0.0034 2.4333 2.6031



Record 2
Density functional theory data (the ωB97M-V functional and the def2-TZVPD basis) for a single C4H9NO2 molecule.

- Energy relative to the best compared isomer or geometry (same formula, charge and spin): 35.6 kcal per mole
- Total energy: -9878.5184 eV
- SMILES: N/C(O)=C\CCO
- Orbital gap: 8.455 eV
- Total charge: 0
- LUMO energy: 0.80 eV
- 2S+1: 1

Positions of all 16 atoms, in Å:
N: 0.8146 -1.7306 -0.1156
C: -0.2805 -1.3540 0.6355
O: -0.9940 -2.4511 1.0183
C: -0.6131 -0.1010 0.9972
C: 0.1475 1.1445 0.6196
C: 0.0793 1.5478 -0.8517
O: 0.9994 0.7450 -1.5909
H: 0.6882 -2.6238 -0.5724
H: 1.1337 -0.9994 -0.7445
H: -1.7133 -2.1490 1.5887
H: -1.4761 0.0171 1.6499
H: -0.2520 1.9803 1.2052
H: 1.2124 1.0704 0.8861
H: -0.9441 1.4045 -1.2257
H: 0.3483 2.6082 -0.9678
H: 0.8499 0.8909 -2.5320